(1)
Computed, not measured: a cluster of 2 separate species, C2H6NOS in total, with ωB97M-V with the def2-TZVPD basis set.

ORCA input file:
```
! wB97M-V def2-TZVPD RIJCOSX def2/J DEFGRID3
* xyz -1 1
C -2.44 -1.02 -0.90
S -0.69 -0.59 -1.25
H -3.11 -0.26 -1.28
H -2.64 -1.10 0.17
H -2.63 -1.98 -1.38
C 2.53 0.75 0.58
N 1.26 0.95 0.94
O 3.50 1.33 1.04
H 2.66 0.02 -0.23
H 1.05 1.51 1.76
H 0.49 0.40 0.55
*
```

## Properties
* maximum force: 0.0163 hartree/bohr
* M: 92.14 g/mol
* energy relative to the best compared isomer or geometry (same formula, charge and spin): 17.84 kcal per mole
* DFT total energy: -608.0380 Eh
* HOMO-LUMO gap: 6.86 eV

What are the natural (NBO) partial charges on each atom? They are as follows, in elementary charge units:
1 C -0.73
2 S -0.73
3 H 0.17
4 H 0.17
5 H 0.18
6 C 0.52
7 N -0.83
8 O -0.68
9 H 0.12
10 H 0.37
11 H 0.44

(2)
Computed, not measured: the ion C4H7N4 with charge +1 at a distorted geometry, with ωB97M-V with the def2-TZVPD basis set.

ORCA input file:
```
! wB97M-V def2-TZVPD RIJCOSX def2/J DEFGRID3
* xyz 1 1
C 0.00 -1.39 0.36
C 0.95 -0.74 -0.49
C 2.26 -1.21 -0.34
N 3.37 -1.00 -0.10
N 3.36 0.67 0.37
N 2.34 1.13 0.27
N 1.16 0.77 0.02
C 0.07 1.63 -0.25
H 0.49 -1.82 1.34
H -0.35 -2.38 -0.09
H -0.94 -0.92 0.54
H 0.47 -0.80 -1.46
H 0.41 2.46 -0.97
H -0.62 1.02 -0.87
H -0.54 2.11 0.56
*
```

## Properties
* SMILES: C[C@@H]1C#[N+]N=NN1C
* maximum force: 0.1194 hartree/bohr
* M: 111.13 g/mol
* energy relative to the best compared isomer or geometry (same formula, charge and spin): 140.52 kcal per mole
* DFT total energy: -375.1786 Eh
* HOMO-LUMO gap: 9.65 eV

What are the natural (NBO) partial charges on each atom? They are as follows, in elementary charge units:
1 C -0.66
2 C -0.18
3 C 0.43
4 N -0.19
5 N 0.19
6 N 0.21
7 N -0.18
8 C -0.45
9 H 0.25
10 H 0.27
11 H 0.26
12 H 0.29
13 H 0.25
14 H 0.23
15 H 0.26

(3)
Computed, not measured: a structure of composition C21H36N8O8P3SZr at a distorted geometry, with ωB97M-V with the def2-TZVPD basis set.

ORCA input file:
```
! wB97M-V def2-TZVPD RIJCOSX def2/J DEFGRID3
* xyz 3 1
Zr 0.21 0.34 -0.05
N 1.94 -0.84 4.01
C 2.28 -2.22 4.10
C 3.15 -2.66 5.08
C 3.49 -4.00 5.14
C 2.97 -4.89 4.22
C 2.11 -4.44 3.22
C 1.75 -3.10 3.17
S 0.55 -2.57 2.01
N 0.88 -0.86 1.90
C 1.43 -0.26 2.91
C 1.51 1.23 2.85
C 1.86 2.02 3.92
C 1.95 3.40 3.74
C 1.67 3.93 2.50
C 1.28 3.07 1.48
N 1.20 1.74 1.64
H 2.39 -0.25 4.68
H 3.57 -1.95 5.80
H 4.16 -4.35 5.92
H 3.22 -5.94 4.27
H 1.71 -5.14 2.50
H 2.06 1.61 4.90
H 2.23 4.04 4.57
H 1.73 4.99 2.30
H 1.01 3.44 0.51
C -2.73 -3.16 -1.75
N -1.32 -3.53 -1.80
C -0.98 -4.82 -2.41
C -0.40 -2.71 -1.28
N -0.67 -1.69 -0.51
N 0.91 -3.03 -1.57
C 2.03 -2.34 -1.14
N 3.19 -2.99 -1.34
N 1.93 -1.15 -0.64
H -3.24 -3.66 -2.58
H -2.84 -2.09 -1.90
H -3.20 -3.47 -0.82
H -1.87 -5.43 -2.43
H -0.25 -5.36 -1.80
H -0.61 -4.70 -3.43
H -1.66 -1.66 -0.32
H 1.07 -3.80 -2.19
H 3.21 -3.97 -1.57
H 4.06 -2.57 -1.07
H 2.84 -0.79 -0.36
C -4.31 0.88 -1.08
C -3.30 1.81 -0.43
O -3.77 3.16 -0.32
P -2.77 1.24 1.23
O -2.30 2.45 2.10
O -4.07 0.62 1.85
O -1.63 0.25 1.11
P -1.73 1.92 -1.38
O -1.99 2.89 -2.57
O -0.68 2.36 -0.36
O -1.24 0.55 -1.83
H -5.24 0.86 -0.51
H -3.94 -0.14 -1.13
H -4.52 1.22 -2.10
H -4.74 3.17 -0.31
H -2.87 3.23 2.10
H -4.03 0.21 2.72
H -2.57 3.65 -2.38
C 1.67 3.85 -2.40
P 2.28 2.18 -2.36
C 4.04 2.26 -2.14
C 1.91 1.42 -3.92
O 1.65 1.35 -1.23
H 2.03 4.34 -3.30
H 2.02 4.41 -1.53
H 0.58 3.86 -2.42
H 4.48 2.90 -2.90
H 4.48 1.26 -2.24
H 4.28 2.66 -1.16
H 2.38 1.97 -4.74
H 0.83 1.40 -4.08
H 2.28 0.39 -3.93
*
```

## Properties
* maximum force: 0.0240 hartree/bohr
* M: 744.78 g/mol
* energy relative to the best compared isomer or geometry (same formula, charge and spin): 2.98 kcal per mole
* DFT total energy: -3330.8351 Eh
* HOMO-LUMO gap: 6.77 eV

What are the Löwdin partial charges on each atom? They are as follows, in elementary charge units:
1 Zr 1.84
2 N 0.15
3 C -0.23
4 C 0.00
5 C -0.04
6 C -0.05
7 C -0.09
8 C -0.46
9 S 1.03
10 N -0.34
11 C -0.33
12 C -0.17
13 C 0.03
14 C 0.01
15 C 0.00
16 C -0.10
17 N 0.02
18 H 0.13
19 H 0.13
20 H 0.12
21 H 0.12
22 H 0.11
23 H 0.13
24 H 0.14
25 H 0.13
26 H 0.09
27 C 0.00
28 N -0.12
29 C -0.01
30 C -0.40
31 N -0.04
32 N 0.18
33 C -0.47
34 N 0.20
35 N 0.02
36 H 0.11
37 H 0.08
38 H 0.11
39 H 0.11
40 H 0.10
41 H 0.11
42 H 0.05
43 H 0.14
44 H 0.13
45 H 0.13
46 H 0.09
47 C -0.03
48 C -0.56
49 O -0.03
50 P 0.53
51 O -0.05
52 O -0.04
53 O -0.39
54 P 0.37
55 O -0.04
56 O -0.42
57 O -0.35
58 H 0.10
59 H 0.08
60 H 0.11
61 H 0.13
62 H 0.13
63 H 0.14
64 H 0.12
65 C -0.14
66 P 0.63
67 C -0.14
68 C -0.14
69 O -0.53
70 H 0.08
71 H 0.07
72 H 0.05
73 H 0.08
74 H 0.07
75 H 0.07
76 H 0.08
77 H 0.07
78 H 0.07

(4)
Computed, not measured: an isolated molecule of C4H6F2 at a distorted geometry, with ωB97M-V with the def2-TZVPD basis set.

ORCA input file:
```
! wB97M-V def2-TZVPD RIJCOSX def2/J DEFGRID3
* xyz 0 1
F 2.06 -0.21 -0.56
C 1.01 -0.02 0.27
C -0.07 -1.06 -0.02
C -1.09 0.03 0.25
F -2.17 -0.16 -0.56
C 0.07 1.09 -0.18
H 1.46 0.16 1.19
H 0.02 -1.21 -1.00
H 0.02 -2.04 0.46
H -1.46 0.12 1.27
H 0.04 1.12 -1.29
H 0.10 2.17 0.17
*
```

## Properties
* SMILES: F[C@H]1C[C@@H](F)C1
* maximum force: 0.1068 hartree/bohr
* M: 92.09 g/mol
* energy relative to the best compared isomer or geometry (same formula, charge and spin): 23.01 kcal per mole
* DFT total energy: -355.6880 Eh
* HOMO-LUMO gap: 12.39 eV

What are the natural (NBO) partial charges on each atom? They are as follows, in elementary charge units:
1 F -0.36
2 C 0.20
3 C -0.46
4 C 0.22
5 F -0.36
6 C -0.47
7 H 0.17
8 H 0.22
9 H 0.21
10 H 0.17
11 H 0.23
12 H 0.22

(5)
Computed, not measured: a structure of composition C6H8OS at a distorted geometry, with ωB97M-V with the def2-TZVPD basis set.

ORCA input file:
```
! wB97M-V def2-TZVPD RIJCOSX def2/J DEFGRID3
* xyz 0 1
C 0.99 0.35 0.57
C 0.45 1.54 -0.28
C -0.87 1.55 -0.37
C -1.36 0.28 0.34
C -0.57 -1.29 -0.60
C -0.15 -0.58 0.69
H 2.46 -1.59 0.42
H 1.34 0.54 1.55
H 1.18 2.27 -0.81
H -1.48 2.11 -1.31
H -1.82 0.47 1.29
H -0.02 -0.98 -1.57
H -0.35 -2.42 -0.67
H -0.30 -1.19 1.59
O -1.92 -0.81 -0.49
S 2.42 -0.26 -0.36
*
```

## Properties
* maximum force: 0.0753 hartree/bohr
* M: 128.20 g/mol
* energy relative to the best compared isomer or geometry (same formula, charge and spin): 80.38 kcal per mole
* DFT total energy: -706.7181 Eh
* HOMO-LUMO gap: 9.69 eV

What are the natural (NBO) partial charges on each atom? They are as follows, in elementary charge units:
1 C -0.37
2 C -0.19
3 C -0.23
4 C 0.07
5 C -0.08
6 C -0.28
7 H 0.14
8 H 0.22
9 H 0.23
10 H 0.25
11 H 0.19
12 H 0.19
13 H 0.19
14 H 0.23
15 O -0.52
16 S -0.04

(6)
Computed, not measured: a cluster of 2 separate species, C7H14N2OP in total at a distorted geometry, with ωB97M-V with the def2-TZVPD basis set.

ORCA input file:
```
! wB97M-V def2-TZVPD RIJCOSX def2/J DEFGRID3
* xyz 1 1
C 2.94 1.88 2.59
C -1.66 1.30 -0.74
C -1.29 0.16 -0.72
C 2.64 0.80 0.28
C -2.03 2.63 -0.99
C -1.14 -2.22 0.88
C -1.92 -2.50 -1.86
N 2.67 1.38 1.29
N 2.37 0.12 -0.72
O 0.78 -1.67 -0.91
P -0.79 -1.54 -0.72
H 3.33 2.85 2.69
H 2.16 1.74 3.21
H 3.73 1.34 2.93
H -2.49 3.05 -0.09
H -2.65 2.62 -1.80
H -1.24 3.28 -1.10
H -0.82 -3.19 0.95
H -0.65 -1.69 1.82
H -2.16 -2.04 1.20
H -1.35 -3.23 -2.30
H -2.65 -2.82 -1.15
H -2.36 -1.83 -2.47
H 1.54 -0.61 -0.71
H 3.01 0.18 -1.54
*
```

## Properties
* maximum force: 0.0985 hartree/bohr
* M: 173.18 g/mol
* energy relative to the best compared isomer or geometry (same formula, charge and spin): 21.26 kcal per mole
* DFT total energy: -800.9044 Eh
* HOMO-LUMO gap: 11.16 eV

What are the natural (NBO) partial charges on each atom? They are as follows, in elementary charge units:
1 C -0.42
2 C 0.21
3 C -0.54
4 C 0.74
5 C -0.71
6 C -1.02
7 C -0.88
8 N -0.32
9 N -0.81
10 O -1.06
11 P 1.86
12 H 0.24
13 H 0.23
14 H 0.23
15 H 0.26
16 H 0.26
17 H 0.26
18 H 0.26
19 H 0.27
20 H 0.26
21 H 0.26
22 H 0.25
23 H 0.25
24 H 0.47
25 H 0.45

(7)
Computed, not measured: a structure of composition C12H26Cl2InNPS at a distorted geometry, with ωB97M-V with the def2-TZVPD basis set.

ORCA input file:
```
! wB97M-V def2-TZVPD RIJCOSX def2/J DEFGRID3
* xyz -1 1
In -0.45 -0.92 3.33
Cl -0.88 1.64 2.62
Cl 1.34 -2.38 2.41
H -2.12 -1.57 3.24
H -0.10 0.14 1.86
P -0.10 0.19 -1.56
C 0.24 1.94 -2.15
C 1.07 -1.04 -2.42
C -1.88 -0.17 -1.88
C 1.06 2.76 -1.15
H -0.77 2.37 -2.12
C 0.80 2.05 -3.58
H 1.78 1.54 -3.62
H 0.89 3.11 -3.88
H 0.12 1.55 -4.29
H 0.72 2.59 -0.12
H 0.90 3.83 -1.38
H 2.14 2.56 -1.19
H -2.28 0.79 -1.52
C -2.34 -1.23 -0.93
C -2.36 -0.42 -3.31
H -2.34 0.49 -3.90
H -3.40 -0.83 -3.22
H -1.72 -1.18 -3.80
H -2.04 -0.98 0.11
H -1.92 -2.20 -1.22
H -3.40 -1.34 -0.94
C 2.46 -0.72 -1.81
H 1.10 -0.91 -3.53
C 0.70 -2.50 -2.08
H 2.85 0.25 -2.17
H 3.20 -1.48 -2.06
H 2.36 -0.67 -0.71
H 0.55 -2.68 -1.00
H 1.52 -3.17 -2.41
H -0.22 -2.79 -2.60
S -0.76 0.54 7.80
C 0.98 0.32 7.56
C 1.25 0.04 6.22
N 0.09 -0.13 5.47
C -1.05 0.13 6.15
H 1.75 0.42 8.31
H 2.26 -0.03 5.79
H -2.03 0.09 5.69
*
```

## Properties
* maximum force: 0.0759 hartree/bohr
* M: 433.11 g/mol
* DFT total energy: -2377.6027 Eh
* HOMO-LUMO gap: 3.87 eV

What are the natural (NBO) partial charges on each atom? They are as follows, in elementary charge units:
1 In 0.94
2 Cl -0.79
3 Cl -0.70
4 H -0.35
5 H -0.23
6 P 0.81
7 C -0.49
8 C -0.49
9 C -0.51
10 C -0.61
11 H 0.21
12 C -0.61
13 H 0.20
14 H 0.19
15 H 0.20
16 H 0.26
17 H 0.19
18 H 0.19
19 H 0.22
20 C -0.61
21 C -0.61
22 H 0.20
23 H 0.19
24 H 0.20
25 H 0.26
26 H 0.20
27 H 0.19
28 C -0.63
29 H 0.19
30 C -0.62
31 H 0.19
32 H 0.20
33 H 0.25
34 H 0.24
35 H 0.20
36 H 0.20
37 S 0.43
38 C -0.44
39 C -0.01
40 N -0.48
41 C -0.11
42 H 0.24
43 H 0.25
44 H 0.27